--- 1 ---
C9H14 | ωB97M-V with the def2-TZVPD basis set

Values from the calculation:
SMILES string: Cc1ccccc1.CC
2S+1: 1
LUMO energy (eV): 1.0414
Kohn-Sham gap (eV): 10.01

Last column: Mulliken charge in e.
Element x y z (Å)
C: -1.1522 1.2296 0.0433  -0.660
C: -0.6519 -2.3900 1.0848  -0.531
C: -0.4530 -1.0065 0.9490  -0.231
C: -1.8508 -2.9706 0.5502  -0.416
C: -1.2327 -0.3337 0.1006  1.018
C: -2.6538 -2.1601 -0.3738  -0.445
C: -2.3347 -0.8507 -0.5063  -0.589
H: -0.0045 -3.1013 1.5246  0.396
H: 0.4222 -0.5678 1.6235  0.241
H: -2.1477 -4.1421 0.6205  0.222
H: -3.6032 -2.4778 -0.7466  0.368
H: -1.4731 1.5096 1.0614  0.325
H: -1.7766 1.7111 -0.7372  0.358
H: -3.0744 -0.3823 -1.1475  0.227
H: -0.0849 1.5805 0.0041  -0.291
C: 2.4087 1.6767 0.1523  -0.437
C: 3.1297 1.9023 -1.1670  -1.010
H: 2.2702 0.6224 0.2430  0.154
H: 3.0877 2.1548 0.9898  0.296
H: 1.3749 2.1779 0.1186  0.101
H: 3.7154 2.7372 -1.0270  0.309
H: 2.3212 1.9641 -1.8694  0.287
H: 3.7633 1.1168 -1.4908  0.307

--- 2 ---
C9H14 | ωB97M-V with the def2-TZVPD basis set

Values from the calculation:
SMILES string: Cc1ccccc1.CC
2S+1: 1
LUMO energy (eV): 1.0005
Kohn-Sham gap (eV): 10.05

Last column: Mulliken charge in e.
Element x y z (Å)
C: -2.0187 0.3913 2.3014  -1.380
C: -0.6254 1.5316 0.5477  -0.360
C: -1.4968 0.5111 0.9097  0.722
C: -0.0650 1.6168 -0.7202  -0.453
C: -0.3440 0.6643 -1.6708  -0.447
C: -1.8225 -0.3884 -0.0986  -0.366
C: -1.1846 -0.4037 -1.3227  -0.456
H: -0.3410 2.3208 1.2400  0.289
H: 0.6421 2.4106 -0.9032  0.361
H: -1.8659 -0.5672 2.7636  0.317
H: -3.1152 0.4884 2.2861  0.328
H: 0.0682 0.7018 -2.6726  0.369
H: -2.5083 -1.2164 0.0919  0.311
H: -1.3141 -1.0879 -2.1445  0.395
H: -1.6954 1.2115 2.9379  0.347
C: 3.8160 -1.3269 -0.2028  -0.888
C: 2.3639 -1.8460 -0.1946  -0.474
H: 4.2807 -1.3494 0.7757  0.271
H: 4.4428 -1.8778 -0.9050  0.261
H: 3.7756 -0.2875 -0.5393  0.284
H: 2.2545 -2.9178 -0.3738  0.355
H: 1.7056 -1.2135 -0.7830  -0.022
H: 2.0179 -1.8029 0.8487  0.236

Quick one: most stable of them? 2